(1)
30
Properties=species:S:1:pos:R:3:forces:R:3:lowdin_spin:R:1 method="wB97M-V/def2-TZVPD" homo_lumo_gap_ev="7.269 / 8.885" lumo_energy_ev="0.66 / -1.33" energy_ev=-85790.1502 total_charge=0 spin_multiplicity=3 relative_energy_kj_mol=0.00 fmax_ev_per_a=2.4
C 0.0234 -0.3987 -1.2694 1.7 -0.9 -1.5 0.0987
C -2.1542 2.1184 -0.5016 0.1 -0.2 -0.1 0.0350
C 0.0664 1.9766 0.6555 0.0 0.0 -0.1 0.0138
C -1.9514 0.9915 1.7192 0.0 -0.1 -0.1 0.0073
C 1.8561 0.2620 -2.5646 0.3 -0.3 -0.3 0.0021
C 1.8569 -3.2213 0.2665 -0.2 -0.1 -0.2 0.0152
C 0.9861 -1.6945 1.8151 -1.4 0.5 0.8 0.6095
C -0.9906 -0.0569 -0.3492 -1.4 -0.2 0.9 0.5089
C -1.2489 1.2348 0.3752 0.0 0.3 0.2 0.0495
O 0.2033 -1.5372 -1.6999 -0.2 1.1 0.1 0.1520
O 0.8360 0.6310 -1.6576 -0.9 -0.3 0.5 0.0252
O 2.0368 -2.1436 1.1747 1.5 -0.4 -0.7 0.2497
Br -2.1786 -1.4999 -0.0859 0.0 0.4 0.0 0.1203
H -1.6652 2.3341 -1.4497 0.0 0.1 -0.1 0.0009
H -3.0977 1.6128 -0.7023 -0.1 0.0 0.0 0.0004
H -2.3638 3.0579 0.0055 0.0 0.1 0.1 0.0049
H 0.7900 1.3144 1.1258 0.1 0.0 0.1 0.0039
H 0.4986 2.3599 -0.2626 0.1 0.1 0.1 0.0000
H -0.1244 2.8134 1.3236 -0.1 0.1 0.1 0.0010
H -1.3576 0.3336 2.3519 0.0 -0.1 0.1 0.0007
H -2.9317 0.5446 1.5812 -0.1 0.0 0.0 -0.0002
H -2.0836 1.9385 2.2371 0.0 0.1 0.0 0.0004
H 2.4715 1.1468 -2.7083 0.0 0.0 0.0 0.0000
H 1.4241 -0.0613 -3.5152 0.1 0.0 0.1 0.0014
H 2.4536 -0.5577 -2.1575 0.0 0.1 -0.1 0.0011
H 2.8459 -3.4749 -0.1094 0.0 0.0 0.1 -0.0008
H 1.2121 -2.9170 -0.5635 0.1 -0.1 0.2 0.0036
H 1.4150 -4.0854 0.7697 0.1 0.0 0.1 0.0054
H 0.0169 -2.1577 1.7196 0.0 -0.2 -0.1 0.0470
H 1.1549 -0.8643 2.4757 0.1 0.1 0.1 0.0433

=====

(2)
50
Properties=species:S:1:pos:R:3:forces:R:3:lowdin_charge:R:1 method="wB97M-V/def2-TZVPD" homo_lumo_gap_ev=7.106 lumo_energy_ev=4.36 energy_ev=-108326.2149 total_charge=-2 spin_multiplicity=1 relative_energy_kj_mol=43.44 fmax_ev_per_a=0.7
Mg 0.6754 -0.2720 0.2210 -0.4 0.3 0.2 0.3459
N 2.5497 -1.0686 3.0292 0.0 0.0 0.1 0.1526
C 1.2131 -0.7480 3.2403 0.2 -0.2 -0.1 -0.4819
N 0.7358 -0.6240 4.4644 -0.2 0.0 0.1 0.0089
N -0.5732 -0.3532 4.2709 0.2 0.0 0.1 -0.1154
N -0.8395 -0.3162 3.0142 -0.2 0.0 -0.2 -0.0785
N 0.2864 -0.5736 2.3055 0.1 0.0 0.0 -0.0191
C 3.2199 -1.0827 1.8443 -0.1 -0.1 0.2 -0.4218
N 4.5564 -1.2331 1.7713 0.0 0.0 -0.1 0.0602
N 4.8387 -1.1828 0.4862 0.0 0.0 0.1 0.0199
N 3.7308 -1.0379 -0.1543 -0.1 0.1 0.0 -0.0092
N 2.6680 -0.9714 0.6520 0.0 0.1 -0.1 0.0846
H 3.1163 -1.1140 3.8568 0.0 0.0 0.0 0.1316
C 2.4192 3.1152 -3.0464 0.0 0.0 0.0 -0.0880
C 1.6702 2.1959 -2.0981 0.2 -0.1 0.0 -0.5910
O 0.2885 2.5437 -2.1519 -0.2 0.1 0.0 -0.0716
P 1.8499 0.4233 -2.6107 -0.1 0.0 0.5 0.3632
O 3.2683 -0.0508 -2.6506 0.1 0.0 -0.1 -0.3160
O 1.2132 0.4715 -4.0957 0.0 -0.1 -0.2 -0.1393
O 0.9184 -0.3899 -1.7277 0.0 0.2 -0.1 -0.3975
P 2.2893 2.3782 -0.3531 0.0 -0.5 0.0 0.3207
O 2.1253 3.9610 -0.0307 0.0 0.3 0.0 -0.1506
O 3.7317 2.0347 -0.2748 0.0 0.1 0.1 -0.3151
O 1.2520 1.6570 0.4857 0.1 0.1 -0.3 -0.3543
H 2.0362 3.0019 -4.0622 0.0 0.0 0.0 0.0720
H 3.4801 2.8669 -3.0376 0.0 0.0 0.0 0.0800
H 2.2840 4.1515 -2.7300 0.0 0.0 0.0 0.0716
H -0.1583 2.0957 -1.4173 0.1 0.0 0.0 0.0446
H 3.6620 -0.7402 -1.1629 0.0 -0.1 0.0 0.0984
H 1.0974 -0.4331 -4.4211 0.0 0.2 0.1 0.0762
H 3.0237 4.3186 -0.0026 -0.2 -0.1 0.0 0.0618
C -3.7878 -1.4810 1.5643 0.1 0.0 0.1 -0.0554
C -3.9197 -0.4265 0.4621 0.2 0.1 -0.1 -0.5793
C -4.8029 0.7331 0.9337 0.0 0.0 0.0 -0.0514
C -4.4690 -1.0582 -0.8211 0.0 0.0 0.0 -0.0431
C -2.5837 0.1278 0.1562 -0.3 -0.2 0.2 -0.1238
N -1.5522 0.5588 -0.0903 0.3 -0.1 -0.1 0.2257
H -4.7966 -1.7908 1.8480 0.0 0.0 0.0 0.0861
H -3.2606 -1.0811 2.4300 0.0 0.0 0.0 0.0673
H -3.2390 -2.3520 1.2098 -0.1 0.1 0.0 -0.0006
H -5.8084 0.3504 1.1205 0.0 0.0 0.0 0.0807
H -4.8621 1.5229 0.1838 0.0 0.0 0.0 0.0841
H -4.4128 1.1600 1.8570 0.0 0.0 0.0 0.0914
H -5.4666 -1.4512 -0.6144 0.0 0.0 0.0 0.0846
H -3.8320 -1.8812 -1.1431 0.0 0.0 0.0 0.0721
H -4.5364 -0.3283 -1.6287 0.0 0.0 0.0 0.0863
Cl 0.3573 -4.0248 -2.0821 -0.2 0.1 0.2 -0.0496
Si -0.3871 -3.0992 -0.2317 0.7 -0.2 0.1 -0.3787
Cl -2.1781 -4.3132 0.0407 -0.1 -0.2 -0.1 0.0022
Cl 0.9088 -4.1890 1.1912 -0.2 0.1 -0.3 -0.0416

=====

(3)
35
Properties=species:S:1:pos:R:3:forces:R:3:lowdin_charge:R:1 method="wB97M-V/def2-TZVPD" homo_lumo_gap_ev=10.689 smiles="CCOP(=O)(OCC)C(C)(C)NC(=O)C(Cl)(Cl)Cl" lumo_energy_ev=0.59 energy_ev=-66148.0126 total_charge=0 spin_multiplicity=1 fmax_ev_per_a=1.1
C 3.9183 0.4536 0.5830 -0.3 -0.2 0.0 -0.0656
C 3.1267 -0.7493 1.0612 0.7 0.1 0.5 -0.2630
O 2.0318 -1.0381 0.1916 -0.8 0.1 -0.3 -0.1925
P 0.7303 -0.1322 0.2987 0.3 -0.2 -1.0 0.5576
O 0.4628 0.4650 1.6141 -0.2 0.1 0.2 -0.2339
O 0.9678 0.9214 -0.8911 0.2 -0.8 0.5 -0.2008
C 0.1721 2.0973 -1.0288 -0.3 0.6 0.0 -0.2660
C 0.6084 3.1927 -0.0705 0.0 -0.3 -0.1 -0.0691
C -0.6229 -1.2765 -0.2585 0.4 0.2 0.1 -0.5274
C -0.5616 -2.5524 0.5707 0.1 0.0 0.1 -0.0353
C -0.5299 -1.5542 -1.7475 0.1 0.0 -0.1 -0.0383
N -1.8156 -0.5120 0.0878 0.3 0.3 0.3 0.0496
C -3.0599 -0.8005 -0.3105 -0.2 0.2 0.1 -0.6438
O -3.4027 -1.6485 -1.0911 0.0 -0.3 -0.1 0.0631
C -4.1066 0.1621 0.3274 -0.4 0.1 0.1 -1.4964
Cl -4.0096 0.0615 2.1009 0.0 0.0 0.0 0.6157
Cl -5.7276 -0.2604 -0.2056 0.2 0.0 0.1 0.6371
Cl -3.7281 1.8271 -0.1751 -0.1 0.1 0.0 0.6104
H 4.7855 0.6035 1.2207 0.1 0.0 0.1 0.0804
H 4.2463 0.3035 -0.4423 0.1 0.0 -0.1 0.0835
H 3.2866 1.3378 0.6227 0.1 0.2 0.0 0.0638
H 2.7398 -0.5666 2.0690 0.1 -0.1 -0.1 0.1131
H 3.7398 -1.6546 1.0617 -0.1 0.1 0.0 0.1224
H -0.8845 1.8611 -0.8732 0.1 0.0 -0.1 0.0747
H 0.3138 2.4122 -2.0677 -0.1 -0.1 0.2 0.1241
H 1.6456 3.4619 -0.2540 0.1 0.1 0.0 0.0768
H 0.5106 2.8436 0.9534 0.0 0.0 0.1 0.0641
H -0.0171 4.0700 -0.2109 -0.1 0.1 0.0 0.0783
H 0.3395 -3.1078 0.3255 0.1 -0.1 0.0 0.0850
H -1.4325 -3.1711 0.3627 -0.1 0.0 0.0 0.0926
H -0.5431 -2.3043 1.6308 0.0 -0.1 0.1 0.0894
H 0.4575 -1.9519 -1.9674 0.1 -0.1 -0.1 0.0901
H -0.6692 -0.6372 -2.3154 0.0 0.0 -0.1 0.0891
H -1.2899 -2.2706 -2.0491 0.0 0.0 0.0 0.0841
H -1.6823 0.1138 0.8765 -0.3 -0.1 0.0 0.0871